--- A ---
C15H18N4O4 | ωB97M-V/def2-TZVPD

The SMILES is CC(C)[C@H](NC(=O)CCn1nnc2ccccc2c1=O)C(=O)O. Its charge is 0. The LUMO energy comes out at -0.02 eV. As for the HOMO energy: -9.276 eV.

Last column: Mulliken charge in e.
Geometry (Å):
1 C 4.16 2.09 0.32  -1.4566
2 C 3.46 1.04 -0.52  0.3051
3 C 3.20 1.55 -1.94  -1.5326
4 C 2.15 0.55 0.15  -0.1146
5 N 1.67 -0.67 -0.45  -0.0643
6 C 1.96 -1.88 0.09  0.4308
7 O 2.80 -2.03 0.95  -0.6520
8 C 1.11 -3.02 -0.46  -0.8453
9 C -0.20 -3.10 0.34  -0.8658
10 N -1.07 -1.96 0.07  0.8173
11 N -1.74 -2.03 -1.08  -0.7706
12 N -2.52 -1.14 -1.45  -0.6567
13 C -2.74 -0.03 -0.67  0.3575
14 C -3.63 0.95 -1.11  -0.2517
15 C -3.85 2.06 -0.33  -0.4603
16 C -3.21 2.21 0.90  -0.6668
17 C -2.32 1.25 1.34  -0.6131
18 C -2.08 0.12 0.56  0.5023
19 C -1.13 -0.90 0.97  0.5857
20 O -0.44 -0.88 1.97  -0.6599
21 C 1.03 1.57 0.04  0.0920
22 O 0.08 1.43 -0.69  -0.5471
23 O 1.18 2.62 0.83  -0.4703
24 H 4.39 1.69 1.31  0.3792
25 H 5.10 2.38 -0.15  0.4280
26 H 3.54 2.97 0.44  0.2746
27 H 4.10 0.15 -0.58  0.3677
28 H 4.14 1.77 -2.43  0.4860
29 H 2.60 2.46 -1.92  0.2946
30 H 2.67 0.80 -2.53  0.3299
31 H 2.36 0.36 1.21  0.7234
32 H 0.92 -0.56 -1.11  0.3855
33 H 1.65 -3.95 -0.32  0.4172
34 H 0.89 -2.87 -1.51  0.3511
35 H 0.01 -3.10 1.41  0.4422
36 H -0.75 -4.00 0.05  0.3972
37 H -4.12 0.82 -2.06  0.4776
38 H -4.54 2.83 -0.66  0.3976
39 H -3.40 3.09 1.50  0.4303
40 H -1.80 1.35 2.29  0.5197
41 H 0.43 3.23 0.73  0.4352

--- B ---
C15H18N4O4 | ωB97M-V/def2-TZVPD

The SMILES is N[C@@H](Cc1c[nH]cn1)C(=O)N[C@@H](Cc1ccc(O)cc1)C(=O)O. Its charge is 0. The LUMO energy comes out at 0.36 eV. As for the HOMO energy: -8.851 eV.

Last column: Mulliken charge in e.
Geometry (Å):
1 N 0.26 -1.30 2.81  -0.7768
2 C -0.30 -2.34 1.88  0.4353
3 C -1.86 -2.28 1.75  -0.7380
4 C -2.38 -0.90 1.35  0.6849
5 C -2.73 -0.46 0.13  -0.9647
6 N -3.05 0.86 0.32  -0.0035
7 C -2.88 1.16 1.63  -0.3886
8 N -2.42 0.08 2.28  -0.6567
9 C 0.33 -2.20 0.46  -0.0478
10 O 0.07 -2.99 -0.44  -0.7929
11 N 1.25 -1.20 0.36  0.0576
12 C 1.88 -0.87 -0.91  -0.0904
13 C 2.40 0.60 -0.89  -1.4351
14 C 1.27 1.58 -0.91  0.3075
15 C 0.66 1.91 -2.16  -0.5845
16 C -0.40 2.82 -2.20  -0.6504
17 C -0.86 3.40 -1.02  0.7390
18 O -1.93 4.27 -1.00  -0.5678
19 C -0.26 3.10 0.19  -0.5509
20 C 0.81 2.20 0.24  -0.1808
21 C 3.05 -1.84 -1.25  0.5858
22 O 4.16 -1.52 -1.58  -0.5783
23 O 2.66 -3.13 -1.23  -0.5116
24 H -0.25 -0.46 2.64  0.2679
25 H 0.09 -1.60 3.78  0.3109
26 H -0.02 -3.37 2.16  0.3917
27 H -2.11 -3.08 1.06  0.4450
28 H -2.27 -2.43 2.79  0.3357
29 H -2.82 -1.05 -0.78  0.4651
30 H -3.24 1.50 -0.44  0.2493
31 H -2.93 2.18 2.05  0.4415
32 H 1.58 -0.81 1.25  0.3972
33 H 1.18 -1.00 -1.75  0.3021
34 H 3.00 0.75 0.04  0.4726
35 H 3.02 0.78 -1.80  0.4396
36 H 0.95 1.38 -3.06  0.4109
37 H -0.87 3.06 -3.16  0.2954
38 H -2.07 4.50 -1.94  0.2935
39 H -0.63 3.60 1.09  0.4459
40 H 1.32 1.96 1.17  0.3265
41 H 1.74 -3.29 -1.08  0.4183

Compare the structures above. Which one is the least stable? A is.